Molecular formula: C30H25BF8O2S
Method: DFT, wB97M-V/def2-TZVPD

Each line ends with the Mulliken charge.
Element x y z (Å)
C (3.18, -0.23, 3.76)  -0.937
C (4.27, 1.68, 2.69)  0.834
H (1.66, -6.87, 4.55)  0.379
C (5.50, 2.47, 2.45)  -1.583
C (1.89, -4.92, 3.74)  0.697
C (-1.06, 1.86, 0.95)  0.055
C (1.05, -2.25, 3.23)  0.549
H (3.27, -1.09, 4.43)  0.617
H (0.01, -5.14, 4.76)  0.323
H (6.30, 1.88, 1.99)  0.316
O (-3.82, 0.93, 4.19)  -0.478
C (-0.81, -0.48, 0.47)  0.335
F (0.59, 3.36, 0.11)  -0.260
H (-6.65, 2.67, -0.41)  0.379
C (-5.37, -0.44, 0.10)  -1.048
H (5.27, 3.30, 1.77)  0.364
H (5.90, 2.91, 3.37)  0.328
H (-1.50, -1.82, 1.99)  1.114
C (-3.47, 0.26, 1.25)  -0.376
C (-0.69, 0.85, 0.06)  -1.143
F (-1.51, 3.98, -0.10)  -0.296
C (2.43, -6.26, 4.10)  -1.524
F (3.80, -4.54, 2.40)  -0.375
C (-2.33, 0.22, 2.26)  2.952
C (2.23, -2.79, 2.63)  -0.602
F (5.45, 0.29, 4.20)  -0.387
H (-7.66, 1.61, 0.57)  0.239
C (-4.25, -1.22, 5.12)  -0.419
H (-6.04, -1.13, -0.40)  0.395
C (0.64, -4.45, 4.18)  -0.791
C (1.91, 1.23, 2.33)  0.103
H (-0.16, -0.44, 3.49)  0.355
H (-1.91, 2.32, 2.87)  0.533
C (-6.88, 1.63, -0.20)  -1.279
H (2.86, -2.17, 2.00)  0.695
H (2.83, -6.78, 3.22)  0.327
F (1.26, -1.38, -0.26)  -0.240
C (-4.16, -0.83, 0.76)  -0.506
C (2.63, -4.07, 2.93)  0.221
B (-2.94, -0.05, 3.74)  0.809
C (-0.11, -1.57, -0.31)  0.473
C (1.94, 0.04, 3.11)  -0.421
C (0.20, -3.17, 3.91)  -0.565
C (3.04, 1.98, 2.08)  -0.536
F (-0.35, -2.82, 0.20)  -0.301
H (-4.89, 0.70, 5.96)  0.282
C (4.28, 0.57, 3.55)  0.442
C (-0.64, 3.30, 0.71)  1.027
S (-4.30, 1.73, 0.91)  -0.236
H (-7.28, 1.15, -1.10)  0.357
H (-4.03, -1.46, 6.16)  0.362
H (0.97, 1.50, 1.88)  -0.054
H (-4.98, -1.94, 4.71)  0.258
F (-0.46, -1.57, -1.62)  -0.291
H (-3.78, -1.85, 0.84)  0.527
C (-4.79, 0.21, 4.99)  -0.423
H (3.25, -6.18, 4.83)  0.301
O (-3.03, -1.28, 4.33)  -0.497
C (-1.72, 1.57, 2.11)  -1.269
C (-5.65, 0.91, 0.20)  0.607
C (0.81, -0.85, 3.18)  0.236
H (-0.76, -2.81, 4.28)  0.528
H (-5.76, 0.22, 4.46)  0.237
H (-0.16, 1.09, -0.86)  0.529
F (-0.55, 3.99, 1.90)  -0.289
C (-1.47, -0.81, 1.62)  -2.307
H (3.00, 2.83, 1.40)  0.352

Properties
F_max, Eh/bohr: 0.0423
Net charge: 0
Energy above the lowest of the compared OMol25 structures with the same formula, charge and spin, kcal/mol: 0.0
Lowest unoccupied orbital energy, eV: -1.96
Gap between HOMO and LUMO, eV: 4.4
Highest occupied orbital energy, eV: -6.39